[1]
Density functional theory data (ωB97M-V/def2-TZVPD) for a molecular structure, C30H41N3O3Pd at a distorted geometry.

Structure (ORCA input):
```
! wB97M-V def2-TZVPD RIJCOSX def2/J DEFGRID3
* xyz 2 3
C -0.4953 -2.4094 -5.7880
C -1.2439 -1.4482 -6.6081
H -1.0704 -3.3461 -5.6923
H 0.4584 -2.7414 -6.2250
C -1.5833 -0.1508 -6.3068
C -1.7186 0.8145 -5.2467
H -1.7794 0.3945 -4.2996
H -0.8510 1.4383 -5.2355
C -1.7390 -1.9674 -8.0028
H -1.4215 -3.0066 -8.1803
H -1.3791 -1.4008 -8.8946
H -2.8497 -2.0031 -8.0871
C -2.2744 0.6876 -7.3498
H -3.2841 0.2773 -7.5675
H -1.7046 0.8470 -8.2795
H -2.4559 1.7034 -6.9234
Pd -0.2646 0.0865 0.0087
O 0.6449 -0.6768 -1.6545
C 1.1084 -0.2373 -2.7264
O 1.6231 1.5474 -0.4530
C 1.9517 1.7875 -1.6067
O 2.8378 2.7440 -1.9141
N 1.5336 1.0955 -2.7894
C 3.0630 2.7590 -3.3718
C 2.0914 1.7744 -3.9886
H 4.1015 2.4559 -3.5543
H 2.9060 3.7869 -3.7135
H 2.5990 1.0703 -4.6534
H 1.3140 2.2991 -4.5745
C 1.1997 -1.1663 -3.8637
C 0.0976 -2.0707 -3.9869
H 1.1744 -0.5566 -4.7241
H -0.9170 -1.9086 -3.6181
H 0.4135 -3.0655 -3.6813
C -4.7056 2.2497 4.8169
C -3.3157 1.6862 5.1331
C -2.5767 2.6789 6.0445
C -3.4890 0.3568 5.8868
C -2.4990 1.4434 3.8559
C -2.9956 1.7557 2.5810
C -2.2798 1.3578 1.4555
N -1.1269 0.6909 1.6324
C -0.5319 0.4785 2.8343
C -1.2302 0.8581 3.9862
C 0.7729 -0.1532 2.7776
C 1.6015 -0.3991 3.8938
C 2.8663 -0.9518 3.6917
C 3.2822 -1.2237 2.3738
C 2.4108 -0.9729 1.3053
N 1.1843 -0.4921 1.5353
C 3.8316 -1.2471 4.8502
C 4.3063 -2.7062 4.7748
C 5.0569 -0.3277 4.7322
C 3.1781 -1.0184 6.2171
H -5.2749 2.3784 5.7460
H -5.2652 1.5637 4.1704
H -4.6280 3.2289 4.3302
H -3.1598 2.8647 6.9560
H -1.5923 2.3000 6.3429
H -2.4397 3.6384 5.5302
H -3.9977 -0.3767 5.2487
H -2.5246 -0.0616 6.1973
H -4.1010 0.5053 6.7856
H -3.9347 2.2780 2.4101
H -2.5838 1.5228 0.4223
H -0.7526 0.6300 4.9371
H 1.2026 -0.1393 4.8743
H 4.2700 -1.6281 2.1563
H 2.6930 -1.1540 0.2669
H 4.8493 -2.9045 3.8441
H 4.9781 -2.9184 5.6157
H 3.4509 -3.3900 4.8351
H 4.7520 0.7251 4.7795
H 5.7506 -0.5240 5.5592
H 5.5891 -0.4940 3.7882
H 2.8847 0.0297 6.3450
H 2.2993 -1.6610 6.3454
H 3.8963 -1.2658 7.0085
*
```

Values from the calculation:
* calculated total energy: -1684.867855 a.u.
* orbital gap (spin up / spin down): 4.606 / 5.142 eV
* E_LUMO (spin up / spin down): -7.7 / -7.8 eV


[2]
Density functional theory data (ωB97M-V/def2-TZVPD) for a molecular structure, C5H4N2 at a distorted geometry.

Structure (ORCA input):
```
! wB97M-V def2-TZVPD RIJCOSX def2/J DEFGRID3
* xyz 0 1
C -1.3901 0.6810 -1.9547
C 1.0647 0.1540 0.3349
C 0.8083 1.1147 -0.5521
C -0.3322 -0.3960 0.2347
C -0.6386 0.6605 -0.7769
N -2.0087 0.7740 -2.9172
N -1.2640 0.5735 0.5901
H 1.8838 -0.1170 0.9650
H 1.3514 1.9414 -0.9648
H -0.5148 -2.3147 0.0284
H -2.2433 0.3078 0.5786
*
```

Values from the calculation:
* calculated total energy: -302.168095 a.u.
* orbital gap (spin up / spin down): 8.517 / 8.515 eV
* E_LUMO (spin up / spin down): -0.9 / -0.9 eV


[3]
Density functional theory data (ωB97M-V/def2-TZVPD) for a molecular structure, C33H25BrClN5O5Zr at a distorted geometry.

Structure (ORCA input):
```
! wB97M-V def2-TZVPD RIJCOSX def2/J DEFGRID3
* xyz 2 1
Zr 0.3283 0.1930 -0.1766
Br -4.3769 -4.7560 2.1924
C -3.3343 -3.5250 1.1984
C -2.5063 -4.0025 0.1747
C -1.7426 -3.1248 -0.5540
C -1.7376 -1.7469 -0.2584
O -1.0417 -0.9100 -0.9789
C -2.5558 -1.2700 0.8091
C -2.5275 0.1149 1.1653
N -1.5402 0.9120 0.8698
C -1.5224 2.2482 1.3063
C -2.3270 2.7945 2.2952
C -2.2023 4.1351 2.6773
C -1.2672 4.9501 2.1001
C -0.3888 4.4324 1.1252
C 0.6526 5.1968 0.5600
C 1.4464 4.6344 -0.4064
C 1.2068 3.3113 -0.7978
N 0.2760 2.5425 -0.2569
C -0.5211 3.0790 0.7076
C -3.3811 -2.1812 1.4935
H -2.4715 -5.0611 -0.0330
H -1.1191 -3.4717 -1.3682
H -3.3917 0.4831 1.7217
H -3.0590 2.1952 2.8157
H -2.8476 4.5181 3.4506
H -1.1689 5.9816 2.3979
H 0.8062 6.2099 0.8999
H 2.2471 5.1907 -0.8700
H 1.8110 2.8634 -1.5805
H -4.0253 -1.8351 2.2853
C -0.4452 -0.5136 3.4080
C 0.3081 -1.6466 2.7858
C 0.6701 -2.7000 3.6326
C 1.3981 -3.7588 3.1355
C 1.7618 -3.7240 1.7994
C 1.3430 -2.6661 0.9951
N 0.6062 -1.6340 1.4777
C 1.7085 -2.6383 -0.4378
C 2.2882 -3.7403 -1.0748
C 2.5715 -3.6629 -2.4260
C 2.2650 -2.5023 -3.1176
C 1.7022 -1.4254 -2.4250
N 1.4415 -1.5132 -1.1113
C 1.2576 -0.1994 -3.1312
C 1.6374 0.0480 -4.4500
C 1.0728 1.1147 -5.1357
C 0.1019 1.8637 -4.5023
C -0.2440 1.5588 -3.1815
C -1.3868 2.2895 -2.5506
N 0.3696 0.5925 -2.4923
H -0.2603 -0.5193 4.4795
H -1.5163 -0.6474 3.2608
H -0.1329 0.4462 2.9964
H 0.3860 -2.6657 4.6723
H 1.6945 -4.5820 3.7665
H 2.3846 -4.5114 1.4132
H 2.4932 -4.6523 -0.5442
H 3.0062 -4.5075 -2.9392
H 2.4427 -2.4603 -4.1794
H 2.3544 -0.5781 -4.9532
H 1.3587 1.3221 -6.1561
H -0.3969 2.6729 -5.0140
H -2.2237 2.3014 -3.2455
H -1.1247 3.3313 -2.3603
H -1.6998 1.7907 -1.6280
O 3.1168 -0.4784 1.1885
Cl 2.6791 0.8108 0.8785
O 3.5271 1.8364 1.2437
O 2.3934 0.8524 -0.5394
O 1.3719 0.9941 1.4965
*
```

Values from the calculation:
* calculated total energy: -5003.258254 a.u.
* orbital gap: 7.026 eV
* E_LUMO: -6.4 eV


[4]
Density functional theory data (ωB97M-V/def2-TZVPD) for a molecular structure, C49H59N2P3PtS.

Structure (ORCA input):
```
! wB97M-V def2-TZVPD RIJCOSX def2/J DEFGRID3
* xyz 0 1
Pt -0.4816 0.6106 -0.5470
C -0.8634 2.9114 1.6718
P -0.1407 2.8569 -0.0255
C -1.1789 3.9997 -0.9943
C -0.6039 4.8826 -1.9064
C -1.4059 5.6784 -2.7133
C -2.7872 5.6068 -2.6101
C -3.3650 4.7275 -1.7048
C -2.5708 3.9179 -0.9087
C 1.4636 3.6934 0.0477
C 1.7061 4.7292 0.9468
C 2.9514 5.3372 0.9886
C 3.9555 4.9238 0.1223
C 3.7151 3.9020 -0.7852
C 2.4736 3.2825 -0.8190
C -2.0396 1.9828 1.6195
C -3.2978 2.0077 2.1895
C -4.0594 0.9925 1.5545
C -3.2315 0.3883 0.6286
C -3.4129 -0.7439 -0.3349
P -2.1772 -0.4910 -1.6769
C -3.0213 0.4648 -2.9721
C -4.2385 0.0353 -3.5018
C -4.8620 0.7685 -4.4957
C -4.2659 1.9285 -4.9798
C -3.0489 2.3499 -4.4706
C -2.4287 1.6215 -3.4628
C -1.8837 -2.0860 -2.4850
C -1.0229 -2.0695 -3.5853
C -0.6276 -3.2536 -4.1819
C -1.0899 -4.4681 -3.6897
C -1.9496 -4.4916 -2.6025
C -2.3432 -3.3048 -1.9973
N -2.0065 0.9815 0.6924
H -1.1641 3.9212 1.9548
H -0.0786 2.5778 2.3597
H 0.4735 4.9555 -1.9881
H -0.9463 6.3592 -3.4183
H -3.4121 6.2311 -3.2360
H -4.4425 4.6578 -1.6262
H -3.0411 3.2173 -0.2287
H 0.9239 5.0633 1.6181
H 3.1378 6.1360 1.6947
H 4.9266 5.4010 0.1551
H 4.4934 3.5782 -1.4639
H 2.2905 2.4677 -1.5102
H -3.6405 2.6983 2.9437
H -5.0875 0.7344 1.7533
H -4.4304 -0.8002 -0.7232
H -3.1796 -1.7005 0.1448
H -4.6944 -0.8812 -3.1437
H -5.8088 0.4350 -4.9006
H -4.7535 2.4991 -5.7600
H -2.5804 3.2512 -4.8440
H -1.4812 1.9478 -3.0505
H -0.6394 -1.1275 -3.9623
H 0.0545 -3.2261 -5.0216
H -0.7766 -5.3950 -4.1524
H -2.3148 -5.4357 -2.2187
H -3.0091 -3.3436 -1.1444
C -1.4905 -3.4648 4.3663
C -0.9763 -4.2747 3.1654
C 0.1482 -3.5303 2.4498
C -0.4251 -2.2751 1.7703
C -1.4892 -1.5888 2.6721
C -1.3238 -1.9555 4.1426
P 0.7395 -1.0244 1.0553
C 2.0061 -1.9636 0.0940
C 1.2849 -2.8487 -0.9340
C 2.2458 -3.2835 -2.0507
C 3.6813 -3.4452 -1.5319
C 3.6592 -3.8966 -0.0766
C 3.0859 -2.7904 0.8252
C 1.5707 -0.1401 2.4569
C 2.3401 -0.9105 3.5440
C 3.1192 0.0845 4.4028
C 4.2697 0.7112 3.5998
C 3.9415 0.7648 2.1016
C 2.4532 0.9933 1.8676
H -0.9525 -3.7615 5.2700
H -2.5429 -3.6994 4.5427
H -1.7879 -4.4428 2.4497
H -0.6421 -5.2623 3.4881
H 0.6154 -4.1734 1.7026
H 0.9259 -3.2731 3.1718
H -0.9368 -2.6261 0.8644
H -2.4877 -1.9019 2.3530
H -1.4734 -0.5051 2.5526
H -2.0493 -1.4011 4.7403
H -0.3401 -1.6317 4.4887
H 2.5056 -1.1701 -0.4756
H 0.4345 -2.3211 -1.3653
H 0.8807 -3.7274 -0.4212
H 2.2255 -2.5523 -2.8610
H 1.8927 -4.2299 -2.4692
H 4.2147 -2.4922 -1.6053
H 4.2319 -4.1526 -2.1542
H 4.6577 -4.1685 0.2715
H 3.0465 -4.8006 0.0060
H 3.8991 -2.1277 1.1280
H 2.6944 -3.2382 1.7371
H 0.7116 0.3315 2.9529
H 3.0359 -1.6283 3.1088
H 1.6500 -1.4803 4.1642
H 3.5034 -0.4003 5.3021
H 2.4286 0.8632 4.7431
H 5.1842 0.1328 3.7509
H 4.4741 1.7175 3.9729
H 4.2441 -0.1667 1.6175
H 4.5117 1.5578 1.6135
H 2.2594 1.1059 0.7994
H 2.1757 1.9499 2.3219
S 2.6771 0.0532 -4.1162
C 1.6623 0.2220 -2.8622
N 0.9495 0.3447 -1.9467
*
```

Values from the calculation:
* calculated total energy: -3553.787103 a.u.
* orbital gap: 7.623 eV
* E_LUMO: 0.5 eV


[5]
Density functional theory data (ωB97M-V/def2-TZVPD) for 3 unconnected molecules or ions with the total composition C26H45N3O3S2 at a distorted geometry.

Structure (ORCA input):
```
! wB97M-V def2-TZVPD RIJCOSX def2/J DEFGRID3
* xyz 0 1
C -3.7770 4.0633 0.8887
C -3.0061 2.7650 1.1627
N -2.6965 1.8969 0.0244
C -3.8515 1.4793 -0.7765
C -4.8389 0.5987 0.0001
C -1.5895 2.2473 -0.7153
S -0.8438 3.7033 -0.7675
S -0.9763 0.8747 -1.6690
C 0.7153 1.3623 -2.0618
C 1.2647 0.4320 -3.1288
C 2.7389 0.7604 -3.5392
C 3.3346 1.9102 -2.7862
C 3.2138 3.2287 -3.2946
N 3.6688 4.2904 -2.6956
C 4.2741 4.0467 -1.4982
C 4.7791 5.1321 -0.7401
C 5.3810 4.9153 0.4797
C 5.5294 3.6037 1.0103
C 6.2147 3.4652 2.3463
C 5.9801 2.1500 3.0986
C 4.5133 1.7841 3.3056
C 4.2385 0.3152 3.6556
C 4.8467 -0.7200 2.7397
O 4.1144 -0.7870 1.5278
C 4.8947 -1.1582 0.4192
C 5.0556 2.5449 0.2655
C 4.4201 2.7479 -0.9845
N 3.9442 1.6602 -1.6598
H -3.1058 4.8991 0.7453
H -4.4846 3.9948 0.0700
H -4.3595 4.2973 1.7800
H -3.5656 2.1920 1.8949
H -2.0681 3.0183 1.6450
H -4.3548 2.3149 -1.2634
H -3.4643 0.8593 -1.5793
H -4.6757 0.6473 1.0714
H -4.7134 -0.4361 -0.2864
H -5.8613 0.8874 -0.2251
H 0.7113 2.3880 -2.4156
H 1.2907 1.3108 -1.1436
H 1.2357 -0.5952 -2.7801
H 0.6246 0.5087 -4.0033
H 2.7766 0.9317 -4.6102
H 3.3412 -0.1083 -3.2977
H 2.7160 3.3654 -4.2465
H 4.6670 6.1378 -1.1163
H 5.7468 5.7437 1.0689
H 5.9350 4.3024 2.9832
H 7.2830 3.5639 2.1509
H 6.5701 1.3697 2.6224
H 6.4111 2.2784 4.0911
H 3.8767 2.0613 2.4724
H 4.1642 2.3739 4.1536
H 4.4997 0.0828 4.6864
H 3.1603 0.1721 3.5849
H 4.7928 -1.6921 3.2425
H 5.9021 -0.5537 2.5171
H 5.2209 -2.2010 0.4662
H 5.7792 -0.5224 0.3233
H 4.2873 -1.0111 -0.4679
H 5.1357 1.5294 0.6194
C -6.3984 -4.7050 0.2126
C -6.6661 -3.2121 0.2484
O -5.7779 -2.4975 -0.6103
H -5.3704 -4.9160 0.5055
H -7.0713 -5.2395 0.8859
H -6.5319 -5.1008 -0.7952
H -6.5114 -2.8164 1.2513
H -7.7001 -3.0025 -0.0468
H -5.9115 -2.8268 -1.5042
C -6.7552 -9.5351 -0.5599
C -6.8499 -8.2868 -1.4175
O -5.6691 -7.4932 -1.3292
H -6.5791 -9.2666 0.4820
H -7.6715 -10.1240 -0.6207
H -5.9208 -10.1623 -0.8825
H -7.6715 -7.6551 -1.0823
H -7.0307 -8.5550 -2.4639
H -4.9306 -8.0289 -1.6336
*
```

Values from the calculation:
* calculated total energy: -2204.008358 a.u.
* orbital gap: 8.268 eV
* SMILES: CCN(CC)C(=S)SCCCc1cnc2ccc(CCCCCOC)cc2n1.CCO.CCO
* E_LUMO: 0.1 eV


[6]
Density functional theory data (ωB97M-V/def2-TZVPD) for a molecular structure, C42H58FeN7O6 at a distorted geometry.

Structure (ORCA input):
```
! wB97M-V def2-TZVPD RIJCOSX def2/J DEFGRID3
* xyz 0 6
Fe 0.0843 0.7097 0.5893
C -0.5627 2.8808 1.2203
C -0.2603 3.1770 -0.1703
C -1.1650 2.4282 -0.9666
C -1.9859 1.6707 -0.0243
C -1.6214 1.9965 1.3005
C -2.4149 1.6481 2.5759
C -3.1723 0.3589 2.4124
C -3.4651 2.7439 2.7315
C -1.5457 1.6041 3.8197
C -1.3908 2.3894 -2.4625
C -1.9937 3.7757 -2.8281
C -2.4398 1.3779 -2.8021
C -0.1822 2.0434 -3.2992
C 0.7214 4.3431 -0.4890
C 0.0016 5.6663 -0.2166
C 1.3346 4.3574 -1.8665
C 1.8978 4.2803 0.4865
H -0.0220 3.3189 2.0616
H -2.7495 0.9427 -0.2806
H -3.7156 0.2831 1.4974
H -3.9040 0.1802 3.2116
H -2.4904 -0.5071 2.4079
H -4.0593 2.7258 1.8009
H -3.0556 3.7457 2.9470
H -4.1519 2.5385 3.5478
H -0.8105 0.7655 3.8391
H -2.1909 1.4447 4.7147
H -0.9526 2.5193 3.9614
H -2.9265 3.9533 -2.2458
H -2.2483 3.7955 -3.8909
H -1.3066 4.5884 -2.6502
H -3.4507 1.6498 -2.4185
H -2.2034 0.3772 -2.4582
H -2.4987 1.3246 -3.8877
H 0.7603 2.2914 -2.8782
H -0.2360 2.5279 -4.2876
H -0.1256 0.9832 -3.5555
H -0.6988 6.0037 -1.0003
H 0.7187 6.4904 -0.0890
H -0.5624 5.5959 0.7750
H 0.6085 4.3447 -2.6810
H 1.9545 3.4351 -1.9416
H 1.9781 5.2277 -2.0331
H 1.4984 4.3905 1.4836
H 2.5255 5.1253 0.2957
H 2.4230 3.3260 0.3963
N 1.9758 1.3204 2.5439
C 2.2674 -0.0573 2.9984
C 2.8896 0.0103 4.4114
C 3.2622 -1.2504 5.2481
C 4.0572 -2.3150 4.4915
N 3.1676 -3.0394 3.5569
C 3.3335 -3.0339 2.2099
N 4.5117 -2.9933 1.6370
N 2.2726 -3.2296 1.3914
C 0.9720 -0.8455 2.8895
O 0.6907 -1.7202 3.7099
O 0.2134 -0.6195 1.8972
H 2.7144 1.7476 1.9381
H 1.7486 1.9290 3.3127
H 2.9608 -0.4768 2.2280
H 2.2437 0.6031 5.0531
H 3.8128 0.5674 4.2865
H 2.3695 -1.6771 5.6943
H 3.8859 -0.9085 6.0841
H 4.4875 -3.0005 5.2051
H 4.9132 -1.9074 3.9267
H 2.2130 -3.0467 3.8354
H 5.3068 -3.0461 2.2321
H 4.6038 -2.7272 0.6557
H 1.3766 -3.0981 1.8308
H 2.4231 -2.9628 0.4410
O 4.8898 -2.1203 -0.9585
C 4.1435 -1.1653 -1.2213
C 4.2765 -0.3510 -2.4727
C 3.4711 0.9088 -2.1151
C 2.6559 0.3865 -0.9692
O 1.6335 1.0529 -0.6024
N 3.1570 -0.7154 -0.3908
H 3.7464 -0.8722 -3.3003
H 5.3014 -0.1817 -2.7852
H 2.8014 1.2349 -2.9335
H 4.0521 1.7284 -1.7115
O 1.2831 -0.8356 -2.7686
C 0.2481 -1.1785 -2.2338
N -0.6562 -1.9868 -2.8388
C -1.6653 -2.4272 -1.9106
C -1.4057 -1.4685 -0.7719
O -2.1769 -1.3675 0.1924
N -0.2077 -0.8205 -0.9440
C -3.0600 -2.2494 -2.5854
C -3.1862 -2.9022 -3.8106
C -4.3566 -2.8756 -4.5016
C -5.4804 -2.1978 -3.9981
C -5.3367 -1.5578 -2.7689
C -4.1190 -1.5782 -2.0599
C -1.4145 -3.8195 -1.4100
C -0.0744 -4.2182 -1.3567
C 0.2901 -5.4531 -0.8307
C -0.6898 -6.2421 -0.2786
C -2.0099 -5.9115 -0.3916
C -2.3875 -4.6711 -0.9479
H -0.3093 -2.5625 -3.5568
H -2.3211 -3.4094 -4.2789
H -4.4789 -3.4092 -5.4472
H -6.3639 -2.1685 -4.6233
H -6.1309 -0.9834 -2.3393
H -4.1082 -1.0717 -1.0874
H 0.6837 -3.5757 -1.7380
H 1.3352 -5.7748 -0.7551
H -0.4404 -7.2298 0.1870
H -2.7874 -6.6036 -0.0493
H -3.4229 -4.4177 -0.9972
*
```

Values from the calculation:
* calculated total energy: -3733.830777 a.u.
* orbital gap (spin up / spin down): 8.064 / 7.856 eV
* E_LUMO (spin up / spin down): 0.3 / -0.3 eV